This record from the OMol25 dataset describes an isolated ion of composition C10H21N3O and charge +2 in a non-equilibrium geometry. The level of theory is ωB97M-V with the def2-TZVPD basis set.

Last column: Mulliken charge in e.
CARTESIAN COORDINATES (ANGSTROEM)
C: 2.797 0.775 0.805  -0.84
N: 2.354 -0.436 0.221  -0.01
C: 2.970 -1.726 0.619  -0.96
C: 1.297 -0.351 -0.521  0.25
C: 0.929 0.967 -0.659  -0.33
N: 0.142 1.871 -0.241  0.41
C: 0.248 3.217 -0.569  -0.89
O: -0.610 1.488 0.889  -0.33
C: -2.058 1.460 0.742  -0.33
C: -2.560 0.255 -0.054  -0.84
N: -1.611 -0.963 0.033  0.11
C: -2.358 -2.080 0.683  -0.83
C: -0.927 -1.180 -1.252  -1.08
C: 0.552 -1.519 -1.152  -0.62
H: 3.841 0.719 0.999  0.52
H: 2.569 1.395 -0.035  0.35
H: 2.175 1.064 1.740  0.20
H: 3.537 -2.123 -0.218  0.32
H: 3.702 -1.476 1.438  0.41
H: 2.174 -2.338 1.003  0.45
H: -0.451 3.838 -0.026  0.38
H: 1.128 3.692 -0.155  0.31
H: 0.179 3.296 -1.686  0.37
H: -2.365 2.241 0.030  0.34
H: -2.269 1.550 1.816  0.35
H: -3.553 -0.061 0.054  0.77
H: -2.534 0.501 -1.205  0.28
H: -0.711 -0.693 0.549  0.43
H: -2.917 -2.580 -0.169  0.37
H: -1.601 -2.864 1.102  0.32
H: -3.012 -1.679 1.419  0.44
H: -1.111 -0.269 -1.816  0.40
H: -1.590 -1.921 -1.803  0.56
H: 0.870 -1.780 -2.204  0.39
H: 0.775 -2.291 -0.374  0.33

Calculated values
HOMO level, eV: -16.3
Frontier orbital gap, eV: 9.60
ΔE to the lowest compared entry with this formula, charge and spin, kcal/mol: 59.2
Net charge: +2

This record from the OMol25 dataset describes a 2-piece molecular cluster, C2H4NO2 overall in a non-equilibrium geometry. The level of theory is ωB97M-V with the def2-TZVPD basis set.

Last column: Mulliken charge in e.
CARTESIAN COORDINATES (ANGSTROEM)
C: -1.703 0.172 0.941  -0.06
C: 1.617 -0.381 -0.127  0.82
N: 1.218 0.103 -1.241  -0.31
O: -0.761 -0.117 0.196  -0.51
O: 2.015 -0.841 0.854  -0.17
H: -2.619 0.584 0.477  0.28
H: -1.791 -0.344 1.972  0.25
H: 0.152 0.240 -1.211  0.40
H: 1.871 0.584 -1.862  0.30

Calculated values
HOMO level, eV: -15.7
Frontier orbital gap, eV: 10.86
ΔE to the lowest compared entry with this formula, charge and spin, kcal/mol: 22.7
Net charge: +1

This record from the OMol25 dataset describes an isolated ion of composition C6H8BrO2 and charge -1 in a non-equilibrium geometry. The level of theory is ωB97M-V with the def2-TZVPD basis set.

Last column: Mulliken charge in e.
CARTESIAN COORDINATES (ANGSTROEM)
C: 1.190 -1.312 0.883  -1.22
C: -0.167 -0.667 0.815  -0.07
C: -0.928 -0.935 -0.494  -0.60
Br: -2.816 -1.074 -0.229  -0.24
C: -0.332 0.449 -0.179  1.01
C: 0.822 0.971 -1.035  -1.65
C: -1.254 1.752 0.252  0.48
O: -1.048 2.724 -0.463  -0.70
O: -1.940 1.529 1.258  -0.70
H: 1.470 -2.027 -0.033  0.22
H: 1.088 -2.140 1.748  0.32
H: 2.134 -0.630 0.967  0.23
H: -0.707 -0.418 1.740  0.48
H: -0.628 -1.612 -1.290  0.39
H: 1.481 0.291 -1.628  0.39
H: 1.406 1.580 -0.382  0.37
H: 0.227 1.521 -1.930  0.27

Calculated values
HOMO level, eV: -4.3
Frontier orbital gap, eV: 7.72
ΔE to the lowest compared entry with this formula, charge and spin, kcal/mol: 20.3
Net charge: -1

This record from the OMol25 dataset describes one molecule with the formula C5H12O. The level of theory is ωB97M-V with the def2-TZVPD basis set.

Last column: Mulliken charge in e.
CARTESIAN COORDINATES (ANGSTROEM)
C: 0.233 2.772 -0.150  -1.23
C: -0.373 1.372 -0.125  -0.30
C: 0.511 0.333 -0.815  -0.61
C: 0.036 -1.090 -0.573  -0.57
O: 0.327 -1.428 0.764  -0.30
C: -0.226 -2.660 1.141  -0.71
H: 1.156 2.809 0.441  0.32
H: -0.458 3.515 0.260  0.35
H: 0.483 3.078 -1.174  0.31
H: -1.355 1.383 -0.618  0.26
H: -0.544 1.055 0.911  0.28
H: 0.546 0.531 -1.895  0.36
H: 1.541 0.410 -0.442  0.31
H: -1.050 -1.171 -0.764  0.33
H: 0.539 -1.797 -1.255  0.38
H: 0.204 -2.925 2.111  0.24
H: 0.017 -3.451 0.415  0.29
H: -1.323 -2.598 1.231  0.29

Calculated values
HOMO level, eV: -9.8
Frontier orbital gap, eV: 10.96
ΔE to the lowest compared entry with this formula, charge and spin, kcal/mol: 15.2

This record from the OMol25 dataset describes a 11-piece molecular cluster, C4H25NO10 overall in a non-equilibrium geometry. The level of theory is ωB97M-V with the def2-TZVPD basis set.

Last column: Mulliken charge in e.
CARTESIAN COORDINATES (ANGSTROEM)
C: 2.318 -0.792 1.971  -0.68
C: 0.950 -0.429 2.135  -0.53
C: 0.675 0.557 1.226  0.24
N: 1.819 0.845 0.542  0.30
C: 2.799 -0.008 0.950  -0.81
H: 2.925 -1.434 2.588  0.44
H: 0.296 -0.894 2.854  0.41
H: -0.189 1.182 1.178  -0.05
H: 1.891 1.557 -0.182  0.27
H: 3.814 0.047 0.597  0.47
O: 2.157 -2.950 -0.632  -0.76
H: 1.526 -2.380 -1.126  0.48
H: 2.686 -2.226 -0.251  0.28
O: -1.645 -1.651 0.348  -0.66
H: -0.765 -1.968 0.631  0.44
H: -2.256 -2.317 0.675  0.26
O: -1.976 2.373 -0.310  -0.56
H: -2.417 2.869 -1.012  0.29
H: -2.609 1.770 0.099  0.28
O: 0.095 -3.595 0.831  -0.71
H: 0.271 -4.167 0.073  0.33
H: 1.006 -3.233 0.880  0.36
O: -1.539 -1.442 -2.244  -0.69
H: -2.028 -2.276 -2.313  0.26
H: -1.499 -1.459 -1.252  0.41
O: -0.640 3.732 2.213  -0.63
H: -1.559 3.453 2.123  0.31
H: -0.257 3.148 1.547  0.36
O: -2.364 0.906 2.022  -0.53
H: -2.890 1.292 2.729  0.25
H: -1.748 0.294 2.441  0.29
O: -1.589 1.403 -3.292  -0.61
H: -2.106 0.638 -3.571  0.30
H: -1.390 1.202 -2.369  0.31
O: 1.378 2.617 -1.656  -0.66
H: 1.966 2.870 -2.369  0.27
H: 0.493 2.355 -1.925  0.31
O: 1.110 -0.804 -2.061  -0.71
H: 1.042 0.103 -1.760  0.24
H: 0.249 -1.187 -2.329  0.43

Calculated values
HOMO level, eV: -8.6
Frontier orbital gap, eV: 8.70
ΔE to the lowest compared entry with this formula, charge and spin, kcal/mol: 47.6

This record from the OMol25 dataset describes C21H18BrCoN3O2 as an isolated structure. The level of theory is ωB97M-V with the def2-TZVPD basis set.

Last column: Mulliken spin population.
CARTESIAN COORDINATES (ANGSTROEM)
Co: -0.154 -0.077 -0.768  2.75
O: 0.248 -1.991 -0.990  0.05
C: 1.377 -2.604 -1.047  0.02
C: 1.407 -4.021 -0.920  0.01
C: 2.580 -4.724 -0.973  0.00
C: 3.816 -4.078 -1.165  0.00
C: 3.821 -2.716 -1.301  0.00
C: 2.636 -1.954 -1.243  -0.02
C: 2.765 -0.534 -1.412  -0.01
N: 1.824 0.333 -1.311  0.04
C: 2.118 1.737 -1.564  0.01
C: 1.349 2.583 -0.555  0.00
N: -0.007 2.069 -0.509  0.05
C: -0.998 2.871 -0.446  -0.02
C: -2.385 2.470 -0.523  0.00
C: -3.355 3.422 -0.171  0.00
C: -4.699 3.152 -0.255  0.01
C: -5.093 1.897 -0.739  0.00
C: -4.170 0.956 -1.122  0.01
C: -2.776 1.196 -1.026  0.01
O: -1.947 0.279 -1.414  0.07
H: 0.456 -4.519 -0.779  0.00
H: 2.556 -5.802 -0.869  0.00
H: 4.735 -4.645 -1.209  0.00
H: 4.759 -2.192 -1.460  0.00
H: 3.775 -0.180 -1.649  0.00
H: 1.765 1.987 -2.569  0.00
H: 3.192 1.944 -1.516  0.00
H: 1.381 3.643 -0.828  0.00
H: 1.814 2.478 0.431  0.00
H: -0.813 3.947 -0.348  0.00
H: -3.019 4.393 0.180  0.00
H: -5.434 3.891 0.032  0.00
H: -6.148 1.665 -0.822  0.00
H: -4.476 -0.007 -1.512  0.00
Br: -2.612 -1.831 1.042  0.00
C: -1.214 -1.072 2.044  0.00
C: -1.171 -1.325 3.411  0.00
C: -0.136 -0.783 4.144  0.00
C: 0.819 -0.011 3.496  0.01
C: 0.683 0.187 2.138  -0.01
N: -0.319 -0.328 1.414  0.02
H: -1.936 -1.936 3.865  0.00
H: -0.072 -0.965 5.209  0.00
H: 1.653 0.427 4.025  0.00
H: 1.405 0.771 1.585  0.00

Calculated values
2S+1: 4
HOMO level (spin up / spin down), eV: -7.4 / -7.4
Frontier orbital gap (spin up / spin down), eV: 7.72 / 7.68
ΔE to the lowest compared entry with this formula, charge and spin, kcal/mol: 0.0
Expectation value of S²: 3.76

This record from the OMol25 dataset describes a 3-piece molecular cluster, C7H14 overall. The level of theory is ωB97M-V with the def2-TZVPD basis set.

Last column: Mulliken charge in e.
CARTESIAN COORDINATES (ANGSTROEM)
C: -0.453 1.522 -1.417  -0.76
C: -1.410 0.661 -1.128  0.56
C: -2.800 0.430 -0.723  -0.51
C: -1.850 -0.733 -1.015  -0.46
H: -0.617 2.595 -1.358  0.23
H: 0.531 1.186 -1.733  0.20
H: -3.084 0.611 0.312  0.15
H: -3.587 0.637 -1.446  0.23
H: -2.011 -1.307 -1.925  0.22
H: -1.497 -1.319 -0.169  0.17
H: -1.049 -0.651 2.019  -0.24
H: -1.738 -0.418 2.179  0.20
C: 1.704 -0.875 1.909  -0.90
C: 1.806 0.006 0.918  0.25
C: 2.698 -0.164 -0.277  -1.01
H: 2.262 -1.810 1.898  0.23
H: 1.071 -0.694 2.774  0.33
H: 1.222 0.926 0.961  0.35
H: 3.514 0.568 -0.258  0.26
H: 3.139 -1.165 -0.306  0.33
H: 2.152 -0.007 -1.214  0.20

Calculated values
HOMO level, eV: -9.6
Frontier orbital gap, eV: 10.78
ΔE to the lowest compared entry with this formula, charge and spin, kcal/mol: 89.3

Question: What is the ΔE to the lowest compared entry with this formula, charge and spin in the second record?
Answer: 22.7 kcal/mol

Question: Which of these has the lowest ΔE to the lowest compared entry with this formula, charge and spin?
Answer: C21H18BrCoN3O2

Question: Which of these has the highest ΔE to the lowest compared entry with this formula, charge and spin?
Answer: C7H14

Question: Number 6 is which compound?
Answer: C21H18BrCoN3O2